(1)
C19H32N4O | ωB97M-V with the def2-TZVPD basis set

Computed properties:
- Strongest force on any atom: 0.65 eV Å⁻¹
- E_HOMO: -7.932 eV
- SMILES string: CN(CCCNC(=O)Cn1cc2c(n1)CCCC2)C1CCCCC1
- Lowest unoccupied orbital energy: 0.841 eV
- Relative energy (zero: lowest compared OMol25 entry of this formula, charge and spin): 0.0 kcal/mol

```
! RIJCOSX wB97M-V def2-TZVPD def2/J DEFGRID3
* xyz 0 1
C -3.030 -0.379 -2.415
N -1.859 -0.331 -1.571
C -1.185 0.947 -1.574
C -1.871 2.123 -0.855
C -1.063 3.415 -1.002
N 0.256 3.295 -0.420
C 0.469 3.449 0.895
O -0.331 3.885 1.694
C 1.907 3.063 1.307
N 2.265 1.750 0.847
C 2.585 0.669 1.589
C 2.839 -0.363 0.712
C 2.639 0.197 -0.561
N 2.294 1.472 -0.461
C 2.772 -0.562 -1.833
C 3.577 -1.836 -1.570
C 3.038 -2.581 -0.348
C 3.268 -1.773 0.932
C -1.991 -1.079 -0.327
C -3.175 -0.708 0.585
C -3.272 -1.704 1.737
C -1.981 -1.716 2.550
C -0.793 -2.045 1.652
C -0.705 -1.049 0.499
H -2.748 -0.065 -3.421
H -3.388 -1.407 -2.465
H -3.860 0.259 -2.079
H -0.191 0.801 -1.149
H -1.051 1.222 -2.626
H -1.965 1.910 0.210
H -2.870 2.282 -1.263
H -1.576 4.226 -0.480
H -0.947 3.679 -2.056
H 0.963 2.772 -0.935
H 1.980 3.095 2.395
H 2.590 3.803 0.876
H 2.610 0.709 2.659
H 1.774 -0.821 -2.203
H 3.252 0.056 -2.595
H 4.623 -1.574 -1.396
H 3.534 -2.483 -2.448
H 1.968 -2.758 -0.480
H 3.528 -3.552 -0.259
H 4.332 -1.791 1.190
H 2.722 -2.216 1.768
H -2.153 -2.120 -0.648
H -4.106 -0.721 0.015
H -3.042 0.296 0.991
H -4.114 -1.442 2.382
H -3.457 -2.704 1.337
H -2.054 -2.449 3.356
H -1.830 -0.733 3.002
H 0.132 -2.014 2.232
H -0.905 -3.056 1.254
H -0.548 -0.051 0.912
H 0.144 -1.293 -0.140
*
```

These are the Löwdin partial charges, in e, on atoms 1 to 6: -0.10, -0.19, -0.20, -0.15, -0.17, 0.06



(2)
C8H12 | ωB97M-V with the def2-TZVPD basis set

Computed properties:
- Strongest force on any atom: 1.95 eV Å⁻¹
- E_HOMO: -7.259 eV
- Lowest unoccupied orbital energy: 0.323 eV
- Relative energy (zero: lowest compared OMol25 entry of this formula, charge and spin): 106.3 kcal/mol

```
! RIJCOSX wB97M-V def2-TZVPD def2/J DEFGRID3
* xyz 0 1
C -1.941 -0.681 1.636
C -1.407 -0.918 0.228
C -0.010 -0.488 -0.161
C 0.549 -0.924 -1.341
C -0.482 1.629 -1.075
C 0.513 0.856 -0.487
C 1.921 1.207 -0.030
C 2.657 0.284 0.607
H -1.531 -1.383 2.372
H -1.750 0.326 2.008
H -3.010 -0.915 1.660
H -1.505 -1.985 0.018
H -2.111 -0.510 -0.508
H -0.137 -1.199 -2.157
H 1.591 -1.146 -1.498
H -0.787 2.639 -0.820
H -0.862 1.217 -1.999
H 2.389 2.129 -0.351
H 2.304 -0.703 0.849
H 3.611 0.565 1.050
*
```

These are the Löwdin partial charges, in e, on atoms 1 to 6: -0.10, -0.24, -0.27, 0.06, 0.05, -0.34



(3)
C4H10NO | ωB97M-V with the def2-TZVPD basis set

Computed properties:
- Strongest force on any atom: 3.94 eV Å⁻¹
- E_HOMO: -2.686 eV
- SMILES string: CCCNC[O-]
- Lowest unoccupied orbital energy: 4.176 eV
- Relative energy (zero: lowest compared OMol25 entry of this formula, charge and spin): 43.4 kcal/mol

```
! RIJCOSX wB97M-V def2-TZVPD def2/J DEFGRID3
* xyz -1 1
C 1.574 0.970 -0.341
C 0.213 1.518 -0.594
C -0.806 0.291 -0.569
N -0.886 -0.326 0.813
C -0.624 -2.078 0.910
O -0.884 -2.615 1.982
H 1.462 -0.033 -0.543
H 1.953 0.902 0.614
H 2.470 1.283 -0.863
H 0.210 2.162 -1.533
H -0.127 2.250 0.181
H -1.708 0.798 -0.757
H -0.360 -0.504 -1.209
H -1.811 -0.240 1.204
H 0.505 -2.127 0.755
H -1.182 -2.250 -0.051
*
```

These are the Löwdin partial charges, in e, on atoms 1 to 6: -0.16, -0.28, -0.29, -0.09, -0.57, -0.23



(4)
C11H15N | ωB97M-V with the def2-TZVPD basis set

Computed properties:
- Strongest force on any atom: 4.54 eV Å⁻¹
- E_HOMO: -7.889 eV
- SMILES string: Cc1c[nH]c2ccccc12.CC
- Lowest unoccupied orbital energy: 0.953 eV
- Relative energy (zero: lowest compared OMol25 entry of this formula, charge and spin): 60.5 kcal/mol

```
! RIJCOSX wB97M-V def2-TZVPD def2/J DEFGRID3
* xyz 0 1
C 1.858 -0.465 1.934
C 0.921 -0.820 0.807
C 1.212 -1.198 -0.502
N -0.066 -1.203 -1.265
C -1.120 -1.259 -0.405
C -2.464 -1.436 -0.484
C -3.353 -1.286 0.532
C -2.890 -0.976 1.775
C -1.453 -0.856 1.863
C -0.497 -0.921 0.893
H 2.526 0.069 1.294
H 2.254 -1.221 2.496
H 1.443 0.320 2.541
H 2.031 -1.711 -0.949
H -0.091 -1.044 -2.213
H -2.798 -1.833 -1.478
H -4.364 -1.653 0.263
H -3.515 -0.716 2.598
H -0.957 -0.503 2.825
C 1.547 2.510 -0.878
C 1.182 2.158 -2.254
H 2.619 2.612 -0.782
H 1.299 3.424 -0.518
H 1.284 1.800 -0.107
H 0.188 1.744 -2.369
H 1.929 1.494 -2.642
H 1.276 2.969 -2.975
*
```

These are the Löwdin partial charges, in e, on atoms 1 to 6: -0.02, -0.23, 0.02, 0.08, -0.21, -0.08



(5)
C41H86Cl10N4O4 | ωB97M-V with the def2-TZVPD basis set

Computed properties:
- Strongest force on any atom: 4.10 eV Å⁻¹
- E_HOMO: -7.668 eV
- SMILES string: CC1(C)CCCC(C)(C)N1O.CC1(C)CCCC(C)(C)N1O.CC1(C)CCCC(C)(C)N1O.CC1(C)CCCC(C)(C)N1O.ClCCl.ClCCl.ClCCl.ClCCl.ClCCl
- Lowest unoccupied orbital energy: 0.400 eV

```
! RIJCOSX wB97M-V def2-TZVPD def2/J DEFGRID3
* xyz 0 1
C -3.623 -4.153 1.623
C -2.588 -4.919 0.819
C -1.789 -5.842 1.775
C -3.397 -5.705 -0.247
C -2.473 -6.259 -1.383
C -1.655 -5.141 -2.154
C -0.913 -4.272 -1.164
C 0.418 -5.029 -0.824
C -0.655 -2.955 -1.895
N -1.721 -3.968 0.046
O -0.982 -3.196 0.860
H -4.519 -4.713 1.892
H -3.127 -3.731 2.497
H -3.961 -3.247 1.121
H -1.413 -5.415 2.705
H -2.478 -6.650 2.020
H -0.990 -6.374 1.260
H -3.850 -6.595 0.190
H -4.141 -5.060 -0.713
H -1.758 -6.975 -0.978
H -3.043 -6.853 -2.097
H -2.387 -4.552 -2.707
H -1.048 -5.744 -2.829
H 0.366 -6.037 -0.414
H 1.020 -4.437 -0.135
H 1.004 -5.066 -1.742
H -0.121 -3.096 -2.835
H 0.004 -2.360 -1.264
H -1.513 -2.304 -2.061
H -0.429 -3.788 1.375
C 6.074 -1.677 -3.692
C 4.876 -1.290 -2.780
C 4.147 -2.530 -2.232
C 5.524 -0.629 -1.561
C 4.591 0.211 -0.726
C 3.900 1.273 -1.664
C 3.078 0.604 -2.885
C 1.779 0.024 -2.351
C 2.752 1.720 -3.885
N 3.873 -0.486 -3.478
O 3.366 -0.996 -4.618
H 6.641 -0.802 -4.010
H 6.777 -2.360 -3.217
H 5.697 -2.188 -4.578
H 3.388 -2.392 -1.461
H 3.562 -2.949 -3.051
H 4.846 -3.304 -1.919
H 5.939 -1.448 -0.974
H 6.382 0.002 -1.793
H 3.822 -0.341 -0.185
H 5.105 0.750 0.071
H 4.743 1.886 -1.983
H 3.226 1.879 -1.057
H 1.962 -0.614 -1.487
H 1.329 -0.565 -3.150
H 1.059 0.794 -2.073
H 3.563 1.723 -4.614
H 2.796 2.710 -3.431
H 1.810 1.519 -4.395
H 3.981 -0.688 -5.287
C -3.629 6.480 -3.393
C -2.599 6.661 -2.235
C -2.692 8.135 -1.629
C -2.952 5.581 -1.180
C -1.818 5.211 -0.198
C -0.592 4.796 -0.975
C -0.091 5.851 -2.008
C 0.563 7.039 -1.214
C 0.921 5.090 -2.858
N -1.244 6.336 -2.778
O -0.852 7.144 -3.858
H -3.622 7.236 -4.178
H -3.495 5.509 -3.870
H -4.641 6.602 -3.006
H -1.814 8.690 -1.959
H -3.490 8.761 -2.026
H -2.627 8.190 -0.542
H -3.835 5.927 -0.643
H -3.240 4.665 -1.697
H -1.644 6.002 0.532
H -2.228 4.354 0.337
H -0.839 3.840 -1.436
H 0.128 4.512 -0.207
H -0.151 7.506 -0.535
H 0.999 7.722 -1.942
H 1.374 6.782 -0.532
H 0.381 4.445 -3.551
H 1.546 4.382 -2.313
H 1.574 5.781 -3.390
H -0.645 8.022 -3.530
C 0.768 -4.669 5.241
C 1.227 -3.308 4.536
C -0.154 -2.544 4.187
C 2.112 -2.529 5.515
C 2.878 -1.339 4.933
C 3.578 -1.749 3.649
C 2.717 -2.510 2.566
C 1.881 -1.526 1.805
C 3.753 -3.113 1.543
N 1.984 -3.558 3.278
O 1.335 -4.440 2.443
H 0.171 -5.340 4.623
H 1.618 -5.185 5.686
H 0.067 -4.474 6.053
H -0.242 -2.048 3.221
H -0.937 -3.302 4.164
H -0.452 -1.842 4.966
H 1.543 -2.135 6.357
H 2.790 -3.242 5.984
H 2.150 -0.584 4.637
H 3.663 -0.939 5.574
H 4.530 -2.236 3.862
H 3.882 -0.827 3.154
H 1.197 -1.998 1.101
H 2.428 -0.692 1.365
H 1.291 -0.917 2.490
H 4.364 -2.418 0.968
H 3.173 -3.650 0.794
H 4.479 -3.848 1.890
H 1.775 -5.261 2.674
Cl -4.603 2.297 0.771
C -5.956 3.157 0.033
Cl -6.315 2.364 -1.467
H -6.832 3.183 0.681
H -5.557 4.141 -0.217
Cl -4.235 -0.093 6.514
C -4.355 -0.180 4.743
Cl -4.982 1.366 4.084
H -3.349 -0.405 4.391
H -5.026 -1.025 4.583
Cl -0.667 1.451 0.118
C -1.619 0.353 1.194
Cl -1.961 1.284 2.674
H -2.564 0.139 0.696
H -1.076 -0.561 1.434
Cl -4.212 5.371 2.450
C -3.192 4.739 3.714
Cl -3.941 5.189 5.255
H -3.177 3.651 3.654
H -2.192 5.161 3.620
Cl -0.805 2.040 -3.730
C -2.277 1.608 -2.980
Cl -3.426 1.036 -4.210
H -2.106 0.828 -2.239
H -2.717 2.474 -2.484
*
```

These are the Löwdin partial charges, in e, on atoms 1 to 6: -0.04, -0.48, -0.01, -0.12, -0.16, -0.13



(6)
C17H36As3Cu | ωB97M-V with the def2-TZVPD basis set

Computed properties:
- Strongest force on any atom: 0.96 eV Å⁻¹
- E_HOMO: -7.752 eV
- Lowest unoccupied orbital energy: 0.550 eV

```
! RIJCOSX wB97M-V def2-TZVPD def2/J DEFGRID3
* xyz 0 1
Cu 2.144 -0.196 -0.172
C -1.697 1.316 -2.692
As -0.753 1.055 -0.974
C -1.025 2.907 -0.333
C -2.322 0.200 -0.094
C -2.199 -0.275 1.357
C -1.671 0.854 2.235
C -1.262 -1.485 1.476
As 0.696 -1.220 1.348
C 1.136 -3.117 1.231
C 1.253 -0.897 3.200
C -3.594 -0.709 1.843
As -5.015 0.694 1.762
C -4.998 1.280 3.647
C -6.516 -0.558 1.998
H -2.650 1.822 -2.539
H -1.868 0.354 -3.175
H -1.082 1.923 -3.358
H -2.077 3.077 -0.104
H -0.724 3.591 -1.124
H -0.424 3.131 0.548
H -2.586 -0.658 -0.723
H -3.151 0.920 -0.156
H -0.672 1.146 1.890
H -1.602 0.522 3.273
H -2.329 1.725 2.179
H -1.505 -2.224 0.700
H -1.419 -1.975 2.446
H 0.738 -3.683 2.078
H 2.220 -3.242 1.201
H 0.723 -3.517 0.301
H 0.664 -1.493 3.899
H 1.175 0.161 3.456
H 2.305 -1.182 3.295
H -3.544 -1.087 2.870
H -3.944 -1.536 1.214
H -4.228 2.026 3.835
H -4.841 0.438 4.318
H -5.963 1.731 3.876
H -6.675 -1.153 1.100
H -7.432 -0.002 2.197
H -6.332 -1.232 2.833
C 4.782 0.318 -4.720
C 5.389 0.079 -3.331
C 6.504 1.106 -3.093
C 5.954 -1.348 -3.270
C 4.367 0.169 -2.286
C 3.545 0.134 -1.399
H 5.537 0.137 -5.487
H 4.429 1.342 -4.819
H 3.942 -0.352 -4.893
H 7.297 0.985 -3.832
H 6.934 0.987 -2.101
H 6.110 2.118 -3.177
H 6.704 -1.506 -4.045
H 5.147 -2.067 -3.409
H 6.405 -1.534 -2.298
*
```

These are the Löwdin partial charges, in e, on atoms 1 to 6: 0.05, -0.33, 1.11, -0.32, -0.39, -0.72



Question: Look up the strongest force on any atom of the fifth one.
Answer: 4.10 eV Å⁻¹



Question: Which of these has the lowest strongest force on any atom?
Answer: C19H32N4O